Entry 1:
Computed, not measured: 2 unconnected molecules or ions with the total composition CH4OS, with wB97M-V/def2-TZVPD.

Computed properties:
Lowest unoccupied orbital energy (eV): 0.7
Total energy (eV): -13983.4933
Net charge: 0
SMILES: C=O.S
Relative energy (zero: lowest compared OMol25 entry of this formula, charge and spin) (kcal/mol): 6.80
Frontier orbital gap (Ha): 0.3824

Geometry (Å):
S -1.915 0.172 -0.102
H -1.004 -0.705 -0.537
H -1.108 0.763 0.787
O 1.908 0.129 0.642
C 2.061 -0.356 -0.444
H 3.051 -0.698 -0.794
H 1.225 -0.470 -1.156

Force components x, y, z for each atom (eV/Å):
S -0.3 0.1 -0.1
H 0.1 0.0 0.2
H 0.2 -0.1 -0.1
O -0.1 0.0 0.0
C 0.1 0.1 0.0
H 0.0 0.0 0.0
H 0.0 0.0 0.0

Results of the Mulliken charge analysis, in e, for atoms 1 through 2: number 1, S, carries -0.265; number 2, H, carries 0.087

---

Entry 2:
Computed, not measured: 2 unconnected molecules or ions with the total composition CH4OS2, with wB97M-V/def2-TZVPD.

Computed properties:
Lowest unoccupied orbital energy (alpha / beta) (eV): -1.0 / -1.1
Total energy (eV): -24816.4692
Net charge: 0
Relative energy (zero: lowest compared OMol25 entry of this formula, charge and spin) (kcal/mol): 64.71
Frontier orbital gap (alpha / beta) (Ha): 0.2762 / 0.2711

Geometry (Å):
C 1.311 1.155 -0.308
O 1.603 -0.001 0.126
S -2.615 -1.538 -0.138
S 3.037 -0.760 0.054
H 0.289 1.475 -0.177
H 2.029 1.798 -0.802
H -3.760 -1.195 0.443
H -1.894 -0.934 0.802

Force components x, y, z for each atom (eV/Å):
C 0.1 -0.9 0.4
O -1.9 2.0 -0.4
S 0.1 -0.2 -0.3
S 1.6 -0.7 -0.1
H -0.2 -0.1 0.1
H 0.4 -0.2 0.0
H -0.2 0.1 0.1
H 0.2 0.1 0.2

Results of the Mulliken charge analysis, in e, for atoms 1 through 2: number 1, C, carries -0.101; number 2, O, carries -0.153

---

Entry 3:
Computed, not measured: CH4S in the gas phase, with wB97M-V/def2-TZVPD.

Computed properties:
Lowest unoccupied orbital energy (eV): 1.1
Total energy (eV): -11936.8670
Net charge: 0
SMILES: CS
Relative energy (zero: lowest compared OMol25 entry of this formula, charge and spin) (kcal/mol): 0.52
Frontier orbital gap (Ha): 0.3748

Geometry (Å):
C 0.004 0.456 0.217
S -0.718 -1.028 -0.545
H 0.830 0.199 0.870
H 0.261 1.218 -0.505
H -0.776 0.819 0.885
H 0.399 -1.663 -0.921

Force components x, y, z for each atom (eV/Å):
C -0.3 -0.4 0.4
S -0.1 0.0 0.0
H 0.2 0.0 -0.2
H 0.1 0.1 -0.1
H -0.1 0.2 -0.2
H 0.1 0.2 0.0

Results of the Mulliken charge analysis, in e, for atoms 1 through 2: number 1, C, carries -0.696; number 2, S, carries -0.193

---

Entry 4:
Computed, not measured: 2 unconnected molecules or ions with the total composition CH4S3Si, with wB97M-V/def2-TZVPD.

Computed properties:
Lowest unoccupied orbital energy (eV): 0.0
Total energy (eV): -41484.6065
Net charge: 0
Relative energy (zero: lowest compared OMol25 entry of this formula, charge and spin) (kcal/mol): 0.00
Frontier orbital gap (Ha): 0.3418

Geometry (Å):
C -3.534 0.124 -0.018
Si 0.811 0.110 -0.083
S -3.013 1.573 -0.278
S -3.931 -1.346 0.305
S -0.495 -1.486 -0.670
H 0.244 0.631 1.114
H 1.998 -0.362 0.421
H 0.677 0.928 -1.156
H -0.474 -2.159 0.506

Force components x, y, z for each atom (eV/Å):
C 0.4 0.0 0.2
Si -2.2 -1.8 1.4
S -0.4 -0.6 0.0
S -0.1 0.6 -0.2
S 0.1 -0.5 0.1
H -0.6 0.9 0.8
H 2.5 -0.7 0.1
H 0.3 1.9 -2.2
H 0.0 0.2 -0.3

Results of the Mulliken charge analysis, in e, for atoms 1 through 2: number 1, C, carries 0.468; number 2, Si, carries 0.600

---

Entry 5:
Computed, not measured: 2 unconnected molecules or ions with the total composition CH4S3Si, with wB97M-V/def2-TZVPD.

Computed properties:
Lowest unoccupied orbital energy (eV): -0.2
Total energy (eV): -41484.3182
Net charge: 0
Relative energy (zero: lowest compared OMol25 entry of this formula, charge and spin) (kcal/mol): 6.65
Frontier orbital gap (Ha): 0.3363

Geometry (Å):
C 3.165 0.206 0.684
Si -2.049 0.001 0.219
S 3.278 -1.342 0.608
S 3.164 1.777 0.736
S -1.000 0.395 -1.689
H -2.635 -1.396 0.109
H -1.053 -0.047 1.354
H -2.894 1.027 -0.315
H 0.024 -0.622 -1.705

Force components x, y, z for each atom (eV/Å):
C 0.4 0.9 0.0
Si 1.7 -1.8 -1.7
S -0.2 0.4 0.0
S -0.2 -1.2 0.0
S 1.7 -1.8 0.5
H 0.0 0.8 0.3
H -0.8 0.6 -0.2
H -1.1 0.8 1.0
H -1.5 1.4 0.1

Results of the Mulliken charge analysis, in e, for atoms 1 through 2: number 1, C, carries 0.475; number 2, Si, carries 0.423

---

Entry 6:
Computed, not measured: a molecular structure, CH4SSi, with wB97M-V/def2-TZVPD.

Computed properties:
Lowest unoccupied orbital energy (eV): -0.2
Total energy (eV): -19811.1125
Net charge: 0
Relative energy (zero: lowest compared OMol25 entry of this formula, charge and spin) (kcal/mol): 65.89
Frontier orbital gap (Ha): 0.2837

Geometry (Å):
C -0.658 0.669 1.001
Si 0.746 -0.605 -0.664
S -2.033 1.400 0.614
H -0.183 0.998 1.915
H 0.560 0.578 -1.600
H -0.349 -1.639 -1.022
H 1.916 -1.400 -0.244

Force components x, y, z for each atom (eV/Å):
C 1.3 -0.4 -1.7
Si -4.2 0.9 1.3
S 0.4 -0.7 -0.2
H 0.3 -0.4 0.4
H 0.9 -0.8 0.2
H 0.9 0.7 0.1
H 0.3 0.6 -0.1

Results of the Mulliken charge analysis, in e, for atoms 1 through 2: number 1, C, carries -0.359; number 2, Si, carries 0.409

---

Entry 7:
Computed, not measured: 2 unconnected molecules or ions with the total composition CH4SSi, with wB97M-V/def2-TZVPD.

Computed properties:
Multiplicity: 3
Lowest unoccupied orbital energy (alpha / beta) (eV): -2.4 / -1.9
Total energy (eV): -19807.6427
Net charge: 0
Relative energy (zero: lowest compared OMol25 entry of this formula, charge and spin) (kcal/mol): 90.84
Frontier orbital gap (alpha / beta) (Ha): 0.2553 / 0.2570

Geometry (Å):
C -0.380 -0.975 0.000
Si 0.579 0.508 0.475
S -2.455 -0.155 -1.877
H -0.286 -1.948 -0.442
H 1.455 0.036 1.558
H -0.301 1.565 0.955
H 1.388 0.969 -0.669

Force components x, y, z for each atom (eV/Å):
C -1.9 0.7 -1.8
Si 0.1 0.1 -0.1
S 1.9 -0.6 1.7
H 0.0 -0.3 0.0
H 0.1 0.0 0.1
H -0.2 0.2 0.1
H 0.0 0.0 0.0

Results of the Mulliken charge analysis, in e, for atoms 1 through 2: number 1, C, carries -0.438; number 2, Si, carries 0.458

---

Entry 8:
Computed, not measured: a molecular structure, CH5B4Br4O8P, with wB97M-V/def2-TZVPD.

Computed properties:
Lowest unoccupied orbital energy (eV): -0.4
Total energy (eV): -309674.4603
Net charge: 0
Frontier orbital gap (Ha): 0.3689

Geometry (Å):
O 2.342 -1.883 -2.018
P 2.945 -1.432 -0.749
O 4.421 -0.831 -0.809
O 3.188 -2.574 0.338
B 1.713 -0.102 -0.120
O 1.864 1.224 -0.505
B 0.752 1.613 -1.238
Br 0.997 2.511 -2.902
O -0.493 1.240 -0.802
B -0.582 -0.056 -0.273
B -1.830 -1.196 -0.619
O -1.447 -2.464 -1.013
O -3.154 -0.963 -0.414
O 0.532 -0.484 0.465
H 4.411 0.033 -1.242
H 2.432 -3.178 0.328
H -1.078 -2.512 -1.900
H -3.358 -0.024 -0.356
C -2.819 2.177 2.856
Br -1.341 0.949 2.910
Br -2.303 3.941 3.398
Br -3.630 2.192 1.111
H -3.564 1.822 3.553

Force components x, y, z for each atom (eV/Å):
O 0.0 0.1 0.1
P 0.1 -0.1 0.0
O -0.2 0.0 0.1
O -0.1 0.1 -0.1
B 0.1 0.4 1.0
O 0.1 -0.5 -0.9
B 0.0 0.4 0.6
Br 0.0 0.2 0.1
O 0.0 -0.5 -0.7
B -0.2 0.4 0.5
B 0.1 0.0 0.3
O -0.4 0.1 -0.2
O 0.0 0.0 -0.4
O 0.1 -0.5 -0.8
H 0.1 0.0 0.0
H 0.1 -0.1 0.1
H 0.3 -0.1 0.2
H 0.0 -0.1 0.4
C 0.1 -0.1 0.0
Br 0.0 0.0 0.0
Br 0.0 0.0 0.0
Br -0.1 0.2 -0.1
H 0.0 0.0 0.0

Results of the Mulliken charge analysis, in e, for atoms 1 through 2: number 1, O, carries -0.682; number 2, P, carries 0.700

---

Entry 9:
Computed, not measured: CH5BO3 in the gas phase, with wB97M-V/def2-TZVPD.

Computed properties:
Lowest unoccupied orbital energy (eV): 0.3
Total energy (eV): -7939.7006
Net charge: 0
SMILES: COB(O)O
Relative energy (zero: lowest compared OMol25 entry of this formula, charge and spin) (kcal/mol): 11.92
Frontier orbital gap (Ha): 0.4095

Geometry (Å):
B -0.695 0.378 0.157
C 1.335 -0.790 -0.712
O -0.682 -0.101 1.446
O -1.712 1.225 -0.245
O 0.170 -0.031 -0.798
H 2.216 -0.364 -0.190
H 1.649 -0.672 -1.815
H 1.103 -1.832 -0.457
H -1.212 0.251 2.260
H -2.173 1.935 0.354

Force components x, y, z for each atom (eV/Å):
B -1.4 0.6 1.1
C 1.1 0.0 -2.8
O -0.2 0.2 2.7
O -1.2 2.5 0.8
O -0.8 1.0 0.7
H -1.0 -0.1 0.5
H 0.1 -1.1 1.5
H 0.4 0.3 0.1
H 1.4 -0.8 -3.1
H 1.7 -2.7 -1.6

Results of the Mulliken charge analysis, in e, for atoms 1 through 2: number 1, B, carries 0.753; number 2, C, carries -0.604

---

Entry 10:
Computed, not measured: 2 unconnected molecules or ions with the total composition CH5BO4, with wB97M-V/def2-TZVPD.

Computed properties:
Lowest unoccupied orbital energy (alpha / beta) (eV): 0.1 / -0.3
Total energy (eV): -9982.5667
Net charge: 0
Relative energy (zero: lowest compared OMol25 entry of this formula, charge and spin) (kcal/mol): 85.54
Frontier orbital gap (alpha / beta) (Ha): 0.2759 / 0.2667

Geometry (Å):
B -0.417 -0.659 -1.158
C 0.262 0.842 1.128
O -0.268 -1.917 -1.322
O -1.065 0.193 -2.004
O 0.823 -0.016 2.054
O 1.176 1.880 1.050
H -0.690 1.386 1.398
H -0.649 -2.321 -2.155
H -1.406 -0.248 -2.745
H 0.392 -0.839 2.096
H 1.842 1.699 1.658

Force components x, y, z for each atom (eV/Å):
B -0.3 4.7 1.5
C 0.1 0.9 0.0
O 0.1 -4.2 -1.3
O 0.9 1.0 2.0
O 0.2 1.2 0.1
O -2.2 0.4 -2.5
H 0.3 -1.4 -0.4
H 0.6 0.5 1.2
H -0.9 -0.9 -2.0
H -1.0 -1.5 -0.1
H 2.1 -0.7 1.6

Results of the Mulliken charge analysis, in e, for atoms 1 through 2: number 1, B, carries 0.243; number 2, C, carries 0.123

---

Entry 11:
Computed, not measured: a molecular structure, CH5BrP2, with wB97M-V/def2-TZVPD.

Computed properties:
Lowest unoccupied orbital energy (eV): -0.5
Total energy (eV): -89735.0966
Net charge: 0
Relative energy (zero: lowest compared OMol25 entry of this formula, charge and spin) (kcal/mol): 62.61
Frontier orbital gap (Ha): 0.3122

Geometry (Å):
C 0.569 0.186 0.342
P -1.050 -1.528 -0.295
P -0.171 1.777 -0.242
Br 2.445 -0.480 -0.274
H 0.548 -0.020 1.458
H -0.197 -2.338 0.582
H -2.045 -1.175 0.654
H 0.902 2.316 -0.957
H -1.002 1.264 -1.268

Force components x, y, z for each atom (eV/Å):
C -0.9 -2.7 0.2
P 3.0 1.4 1.0
P -0.1 -0.5 0.9
Br -2.0 0.8 0.4
H 0.2 0.6 -1.6
H -1.0 0.3 -0.4
H 0.3 0.0 0.3
H 0.1 -0.1 -0.4
H 0.5 0.2 -0.3

Results of the Mulliken charge analysis, in e, for atoms 1 through 2: number 1, C, carries -0.538; number 2, P, carries 0.017

---

Entry 12:
Computed, not measured: 2 unconnected molecules or ions with the total composition CH5BrSi, with wB97M-V/def2-TZVPD.

Computed properties:
Lowest unoccupied orbital energy (alpha / beta) (eV): -0.5 / -0.5
Total energy (eV): -79036.0946
Net charge: 0
Relative energy (zero: lowest compared OMol25 entry of this formula, charge and spin) (kcal/mol): 66.12
Frontier orbital gap (alpha / beta) (Ha): 0.2976 / 0.2964

Geometry (Å):
C 0.145 -0.092 -0.909
Si 0.506 0.465 0.855
Br 0.985 2.618 0.948
H -0.692 -0.786 -0.930
H -0.105 0.753 -1.548
H 1.010 -0.598 -1.340
H 1.486 -0.255 1.643
H -1.729 0.382 2.223

Force components x, y, z for each atom (eV/Å):
C 0.1 0.0 0.4
Si -2.7 0.4 0.7
Br 0.1 -0.1 -0.1
H 0.0 -0.1 0.1
H 0.0 0.1 0.1
H 0.1 0.0 0.1
H 0.2 -0.3 0.1
H 2.3 0.0 -1.4

Results of the Mulliken charge analysis, in e, for atoms 1 through 2: number 1, C, carries -0.879; number 2, Si, carries 0.302